# 1
22
Properties=species:S:1:pos:R:3:lowdin_charge:R:1 method="wB97M-V/def2-TZVPD" spin_multiplicity=3 homo_lumo_gap_ev="7.78 / 7.66" relative_energy_kcal_mol=19.25 e_tot_ev=-22505.9772 charge=0 homo_energy_ev="-7.4 / -10.2"
C -2.72547 -0.89224 -0.63053 -0.086
C -3.02227 0.36917 -0.23020 -0.085
C -1.46511 -1.37653 -0.43289 -0.018
C -2.12109 1.16671 0.45652 0.014
C -0.49662 -0.54100 0.08503 -0.093
C -0.82538 0.72075 0.54615 -0.162
C 0.93702 -1.04269 0.47013 -0.234
C 1.90313 -0.54535 -0.57841 0.093
C 1.17514 1.96911 0.54009 -0.217
N 3.20816 -0.45023 -0.29673 -0.402
O 4.02519 -0.44030 -1.21294 0.076
O 3.58609 -0.13001 0.84278 0.057
O 0.19699 1.47312 1.23817 0.046
F 0.93957 -2.40147 0.34034 0.018
F 0.93004 2.45379 -0.70392 0.052
H -3.58082 -1.49821 -1.04549 0.134
H -4.06540 0.71705 -0.26728 0.120
H -0.99762 -2.27768 -0.80324 0.123
H -2.39994 2.13231 0.83591 0.125
H 1.33024 -0.99016 1.43243 0.140
H 1.44243 -0.66315 -1.61713 0.191
H 2.02574 2.24699 1.03119 0.106

=====

# 2
21
Properties=species:S:1:pos:R:3:lowdin_charge:R:1 method="wB97M-V/def2-TZVPD" homo_lumo_gap_ev=8.40 relative_energy_kcal_mol=38.79 smiles="O=c1nc(-c2ccccc2)nc(S)[nH]1" e_tot_ev=-26798.3933 charge=0 homo_energy_ev=-9.1
O -0.74990 0.76094 -3.83251 0.055
C -0.15574 0.23143 -2.92503 -0.616
N -0.73016 0.44105 -1.70286 0.204
C -0.02737 -0.17083 -0.70090 -0.202
C -0.32636 0.12532 0.66310 -0.180
C 0.16182 -0.49848 1.77123 -0.035
C -0.13971 -0.02561 3.08355 -0.044
C -0.96958 1.13588 3.21546 -0.059
C -1.51012 1.72954 2.09021 -0.125
C -1.23425 1.21919 0.91026 -0.035
N 0.93786 -1.19046 -1.03211 0.082
C 1.44813 -1.29046 -2.25847 -0.710
S 2.60414 -2.49968 -2.63376 0.848
N 0.92033 -0.45224 -3.28305 0.144
H 0.73635 -1.44859 1.58762 0.126
H 0.29024 -0.51714 3.93589 0.088
H -1.19598 1.58930 4.22145 0.120
H -2.23274 2.48021 2.23728 0.099
H -1.79250 1.76822 0.10120 0.138
H 2.82464 -2.63134 -1.24067 -0.042
H 1.14090 -0.75624 -4.20789 0.142

=====

# 3
19
Properties=species:S:1:pos:R:3:lowdin_charge:R:1 method="wB97M-V/def2-TZVPD" homo_lumo_gap_ev=9.40 relative_energy_kcal_mol=80.57 smiles="CC(=O)Oc1cccc(C#N)c1" e_tot_ev=-15028.8162 charge=0 homo_energy_ev=-9.7
C -3.61626 -0.77321 -0.19479 0.011
C -2.03230 -0.78457 0.24108 -0.447
O -1.50242 -1.49821 1.08638 0.100
O -1.47002 0.22438 -0.48988 0.023
C -0.06366 0.39529 -0.46660 -0.206
C 0.40657 1.63346 0.05981 -0.009
C 1.72068 1.95038 0.38142 -0.067
C 2.64032 0.89733 0.18558 -0.056
C 2.23919 -0.37137 -0.23650 -0.181
C 3.15483 -1.49391 -0.13006 -0.144
N 3.68441 -2.59838 0.06796 0.131
C 0.84116 -0.59887 -0.78911 0.103
H -3.88902 0.19185 0.30700 0.075
H -4.07062 -1.74420 0.19547 0.093
H -3.81720 -0.46508 -1.33713 0.118
H -0.19851 2.44686 0.51499 0.126
H 1.90912 2.96507 0.77862 0.120
H 3.64389 1.10904 0.68172 0.139
H 0.41981 -1.48588 -0.85595 0.071